# 1
Here is a 3-piece molecular cluster, C8H19I2N4O3P overall in a non-equilibrium geometry from the Open Molecules 2025 dataset. Energies are from ωB97M-V with the def2-TZVPD basis set.

Last column: Mulliken charge in e.
CARTESIAN COORDINATES (ANGSTROEM)
C 4.587 0.665 1.052  -1.33
C 3.119 0.841 0.775  0.04
I 1.995 -0.833 1.422  0.11
C 2.476 1.845 0.198  -0.29
I 3.573 3.532 -0.401  -0.01
P 0.552 2.017 -0.196  0.86
C -1.288 2.206 -0.563  -1.21
C -2.116 1.266 0.276  0.35
C -2.113 -0.165 -0.041  -0.59
O -1.458 0.420 1.184  -0.49
H 5.068 1.631 1.206  0.41
H 5.059 0.173 0.196  0.30
H 4.758 0.031 1.919  0.37
H 0.392 2.516 1.114  0.02
H 0.889 2.952 -1.191  -0.07
H 0.570 0.657 -0.562  -0.12
H -1.573 3.226 -0.291  0.39
H -1.502 2.013 -1.614  0.39
H -3.071 1.659 0.622  0.43
H -1.287 -0.660 -0.539  0.22
H -2.888 -0.824 0.333  0.31
C -5.095 2.094 -2.257  0.61
O -3.947 2.378 -1.968  -0.56
N -5.700 2.562 -3.391  -0.44
N -5.868 1.283 -1.472  -0.34
H -6.643 2.339 -3.648  0.15
H -5.157 3.158 -3.985  0.22
H -5.448 0.918 -0.637  0.20
H -6.814 1.037 -1.692  0.17
C 3.865 -4.766 1.466  0.65
O 4.449 -3.963 0.765  -0.60
N 2.761 -4.442 2.208  -0.30
N 4.269 -6.073 1.572  -0.40
H 2.280 -5.101 2.789  0.15
H 2.427 -3.495 2.164  0.03
H 5.076 -6.344 1.043  0.22
H 3.805 -6.752 2.144  0.15

Summary:
Frontier orbital gap (Ha): 0.31467
Spin multiplicity: 1
SMILES: C/C(I)=C(\I)[PH3]C[C@H]1CO1.NC(N)=O.NC(N)=O


# 2
Here is a 2-piece molecular cluster, C8H19N2O overall in a non-equilibrium geometry from the Open Molecules 2025 dataset. Energies are from ωB97M-V with the def2-TZVPD basis set.

Last column: Mulliken charge in e.
CARTESIAN COORDINATES (ANGSTROEM)
C 1.513 2.587 -2.921  -0.54
C 0.447 1.764 -3.662  -0.60
C 1.292 2.176 -1.429  -0.86
C 0.088 0.647 -2.639  -0.49
C -2.403 -1.726 4.069  -1.85
C 0.632 -2.107 1.054  -1.13
C -1.139 -2.027 3.356  -0.10
C -0.272 -1.006 1.467  0.96
N -0.178 -0.015 0.663  -0.33
N 1.025 0.764 -1.510  -0.35
O -1.142 -0.912 2.434  -0.34
H 2.576 2.227 -2.995  0.31
H 1.275 3.623 -3.040  0.32
H -0.440 2.288 -3.968  0.33
H 0.895 1.618 -4.626  0.31
H 2.160 2.321 -0.901  0.50
H 0.391 2.828 -1.158  0.30
H -1.049 0.847 -2.238  0.25
H 0.261 -0.338 -3.111  0.34
H -2.302 -0.857 4.576  0.49
H -3.244 -1.535 3.483  0.42
H -2.661 -2.313 4.827  0.56
H 0.039 -2.943 0.922  0.38
H 1.202 -1.730 0.074  0.22
H 1.263 -2.439 1.829  0.40
H -1.380 -2.968 2.861  0.31
H -0.373 -2.047 4.030  0.37
H 0.443 0.208 -0.357  0.19
H -0.875 0.698 0.707  0.28
H 1.955 0.368 -1.796  0.33

Summary:
Frontier orbital gap (Ha): 0.41736
Spin multiplicity: 1
Total charge: +1
Energy above the lowest of the compared OMol25 structures with the same formula, charge and spin (kJ/mol): 195.7


# 3
Here is C8H19N3O3Sn as an isolated structure in a non-equilibrium geometry from the Open Molecules 2025 dataset. Energies are from ωB97M-V with the def2-TZVPD basis set.

Last column: Mulliken charge in e.
CARTESIAN COORDINATES (ANGSTROEM)
Sn -0.436 0.766 0.022  1.63
C -2.393 2.721 4.620  -1.17
C -1.542 2.758 3.354  0.72
O -1.702 1.889 2.490  -0.34
N -0.499 3.547 3.276  0.10
C 0.033 4.500 4.205  -0.64
H -3.355 2.282 4.355  0.36
H -2.693 3.729 4.905  0.44
H -1.975 2.150 5.449  0.36
H 0.085 3.336 2.479  0.17
H 0.185 5.468 3.730  0.35
H 1.020 4.157 4.517  0.35
H -0.584 4.701 5.081  0.35
C -3.233 -2.521 -2.536  -1.14
C -1.819 -2.072 -2.595  0.60
O -1.443 -1.034 -2.069  -0.58
N -1.024 -2.923 -3.176  -0.09
C 0.387 -2.711 -3.456  -0.70
H -3.935 -1.710 -2.729  0.33
H -3.411 -2.810 -1.501  0.32
H -3.532 -3.393 -3.118  0.33
H -1.472 -3.827 -3.138  0.24
H 0.964 -3.027 -2.586  0.24
H 0.574 -1.688 -3.781  0.20
H 0.877 -3.395 -4.150  0.39
O 2.033 -0.655 -0.597  -0.56
C 2.942 -0.985 -1.371  0.74
N 2.778 -0.724 -2.640  -0.31
C 4.136 -1.752 -0.837  -1.13
H 3.577 -0.639 -3.252  0.25
H 1.894 -0.267 -2.808  0.16
H 3.909 -2.755 -0.476  0.30
H 4.733 -1.237 -0.086  0.35
H 4.920 -1.880 -1.583  0.39

Summary:
Frontier orbital gap (alpha / beta) (Ha): 0.18091 / 0.10320
Spin multiplicity: 2
Total charge: +3


# 4
Here is a 2-piece molecular cluster, C8H19N3O4 overall from the Open Molecules 2025 dataset. Energies are from ωB97M-V with the def2-TZVPD basis set.

Last column: Mulliken charge in e.
CARTESIAN COORDINATES (ANGSTROEM)
C 2.264 -0.869 1.409  -0.91
C 2.610 -1.271 -0.025  -0.45
C 2.510 -0.143 -1.058  -0.69
C 1.112 0.397 -1.307  0.35
O 0.122 -0.644 -1.563  -0.45
C -0.836 -0.629 -0.590  0.30
C -1.892 -1.677 -0.819  -0.91
N -2.891 -1.666 0.256  -0.33
C -3.455 -0.352 0.605  -0.60
C -2.447 0.791 0.607  -0.53
N -1.571 0.729 -0.593  -0.11
H 2.340 -1.732 2.078  0.31
H 1.256 -0.460 1.508  0.14
H 2.926 -0.075 1.757  0.30
H 3.646 -1.624 -0.041  0.39
H 1.992 -2.118 -0.350  0.23
H 2.920 -0.493 -2.012  0.38
H 3.113 0.709 -0.723  0.32
H 1.101 1.058 -2.180  0.23
H 0.746 0.986 -0.459  -0.44
H -0.427 -0.675 0.427  0.15
H -2.323 -1.514 -1.822  0.34
H -1.383 -2.643 -0.836  0.39
H -3.662 -2.234 -0.071  0.28
H -3.808 -0.413 1.639  0.31
H -4.326 -0.089 -0.012  0.34
H -2.947 1.759 0.634  0.47
H -1.782 0.737 1.471  0.29
H -2.118 0.774 -1.454  0.38
H -0.887 1.493 -0.590  0.48
N 2.035 2.985 1.030  0.91
O 3.124 2.426 1.247  -0.60
O 1.965 4.190 0.790  -0.66
O 0.972 2.288 1.048  -0.62

Summary:
Frontier orbital gap (Ha): 0.27306
Spin multiplicity: 1
Energy above the lowest of the compared OMol25 structures with the same formula, charge and spin (kJ/mol): 427.4


# 5
Here is C8H19N3OS as an isolated structure in a non-equilibrium geometry from the Open Molecules 2025 dataset. Energies are from ωB97M-V with the def2-TZVPD basis set.

Last column: Mulliken charge in e.
CARTESIAN COORDINATES (ANGSTROEM)
C 1.082 1.864 3.199  -0.55
C 0.379 0.878 2.096  -0.49
C 1.223 -0.466 1.932  -0.28
C 0.057 -1.501 1.391  -0.38
C 0.454 -2.201 0.020  -0.96
C -0.713 -0.403 -0.859  -0.05
C -0.226 1.103 -2.813  -0.75
C -0.394 -0.030 -3.798  -0.42
H 0.335 0.765 4.710  0.26
H 2.090 2.111 2.943  0.34
H 0.513 2.813 3.154  0.31
H 0.214 1.395 1.101  0.11
H -0.751 0.847 2.600  0.24
H 2.115 -0.526 1.151  0.25
H 1.380 -0.701 3.059  0.27
H 0.069 -2.336 2.088  0.43
H -1.047 -0.865 1.494  0.30
H 1.642 -2.419 -0.062  0.37
H -0.120 -2.944 -0.484  0.38
H 1.633 -0.765 -1.744  0.38
H -2.803 -0.378 -0.201  0.27
H -1.504 1.763 -1.179  0.33
H -0.585 2.229 -3.162  0.28
H 0.896 1.209 -2.691  0.24
H -0.085 -1.011 -3.554  0.38
H 0.089 0.413 -4.803  0.34
H -2.895 -0.425 -2.820  0.14
N 0.472 -1.169 -1.171  -0.29
N -1.781 -0.917 -0.201  -0.73
N -0.702 0.910 -1.495  0.05
O 1.079 1.049 4.421  -0.50
S -2.116 -0.294 -4.320  -0.28

Summary:
Frontier orbital gap (Ha): 0.30591
Spin multiplicity: 1
Energy above the lowest of the compared OMol25 structures with the same formula, charge and spin (kJ/mol): 844.1


# 6
Here is a 2-piece molecular cluster, C8H19N4O overall in a non-equilibrium geometry from the Open Molecules 2025 dataset. Energies are from ωB97M-V with the def2-TZVPD basis set.

Last column: Mulliken charge in e.
CARTESIAN COORDINATES (ANGSTROEM)
N 0.283 -2.029 1.810  -0.51
C -0.804 -1.207 2.468  -0.23
N -2.217 -1.668 2.187  0.15
C -2.719 -3.112 2.181  -0.14
C -4.337 -2.915 1.864  -0.26
N -4.631 -1.418 1.725  -0.12
C -3.322 -0.625 1.919  -0.10
H 0.604 -1.625 0.904  0.27
H 0.044 -3.042 1.737  0.21
H -0.611 -1.200 3.646  0.25
H -0.748 -0.073 2.100  0.22
H -2.102 -4.101 2.359  0.32
H -5.106 -3.822 1.780  0.34
H -5.574 -0.999 1.552  0.27
H -3.205 0.562 1.871  0.34
C 2.831 2.686 -2.714  -1.38
C 2.186 2.648 -1.331  0.34
C 2.274 1.266 -0.646  -0.74
O 1.341 0.303 -1.148  -0.29
C 1.759 -0.360 -2.331  -0.76
N 0.795 3.110 -1.441  -0.72
H 2.221 2.194 -3.477  0.27
H 2.973 3.722 -3.040  0.35
H 3.816 2.208 -2.701  0.35
H 2.735 3.361 -0.701  0.40
H 2.020 1.397 0.413  0.34
H 3.295 0.866 -0.672  0.42
H 2.842 -0.523 -2.353  0.37
H 1.439 0.205 -3.209  0.24
H 1.264 -1.336 -2.368  0.24
H 0.396 3.173 -0.502  0.25
H 0.259 2.355 -1.879  0.32

Summary:
Frontier orbital gap (Ha): 0.25613
Spin multiplicity: 1
Total charge: +1


# 7
Here is a 2-piece molecular cluster, C8H19NO overall in a non-equilibrium geometry from the Open Molecules 2025 dataset. Energies are from ωB97M-V with the def2-TZVPD basis set.

Last column: Mulliken charge in e.
CARTESIAN COORDINATES (ANGSTROEM)
C 0.566 -0.510 1.377  -0.38
C 0.166 0.626 2.340  -1.11
C 3.093 -0.586 0.960  -1.02
C 0.397 1.292 -1.116  -0.36
C 1.620 0.894 -0.229  0.41
O 2.492 1.748 -0.250  -0.62
N 1.759 -0.280 0.478  0.02
H 0.776 -1.467 1.844  0.50
H -0.153 -0.558 0.569  -0.07
H 0.836 1.457 2.653  0.34
H 0.252 0.207 3.320  0.39
H 3.261 -1.642 0.992  0.38
H 0.157 2.261 -0.666  0.30
H -0.634 1.144 1.850  0.34
H 3.729 -0.278 0.110  0.36
H 3.511 0.127 1.679  0.34
H 0.787 1.568 -2.088  0.44
H -0.402 0.585 -0.962  -0.38
C -2.599 -0.845 -1.645  -0.12
C -2.782 0.025 -0.387  -1.08
C -3.636 -1.983 -1.564  -1.31
H -2.861 -0.122 -2.424  0.19
H -1.627 -1.273 -1.866  0.41
H -2.046 -0.282 0.360  0.18
H -3.731 -0.108 0.143  0.46
H -3.580 -2.608 -0.661  0.35
H -4.640 -1.646 -1.788  0.34
H -2.775 1.092 -0.597  0.35
H -3.251 -2.812 -2.186  0.37

Summary:
Frontier orbital gap (Ha): 0.36783
Spin multiplicity: 1
SMILES: CCN(C)C(C)=O.CCC
Energy above the lowest of the compared OMol25 structures with the same formula, charge and spin (kJ/mol): 292.0


# 8
Here is a 2-piece molecular cluster, C8H19NO overall in a non-equilibrium geometry from the Open Molecules 2025 dataset. Energies are from ωB97M-V with the def2-TZVPD basis set.

Last column: Mulliken charge in e.
CARTESIAN COORDINATES (ANGSTROEM)
C -2.091 -1.144 -3.236  -0.34
C -2.341 0.424 -3.152  -1.14
C -0.588 -1.389 -2.743  -0.75
H -2.792 -1.656 -2.603  0.35
H -2.047 -1.354 -4.297  0.30
H -2.384 0.683 -2.094  0.22
H -0.117 -0.417 -2.843  0.18
H -0.700 -1.635 -1.686  0.08
H -0.113 -2.177 -3.327  0.39
H -1.605 1.012 -3.685  0.36
H -3.271 0.501 -3.708  0.36
C 1.756 1.053 2.008  -0.36
C 2.515 2.306 1.584  -1.36
C 0.353 1.196 -0.088  -0.96
C 0.423 -1.208 2.838  -1.23
C 0.008 -0.563 1.464  0.63
O -0.899 -1.061 0.862  -0.56
N 0.927 0.363 1.003  0.16
H 2.581 0.340 2.220  0.36
H 1.327 1.282 2.993  0.29
H 1.723 3.022 1.378  0.37
H 3.208 2.255 0.744  0.32
H 0.310 2.264 0.177  0.30
H -0.383 -1.835 3.208  0.33
H 3.199 2.546 2.390  0.40
H 1.125 1.363 -0.844  0.34
H -0.603 0.782 -0.337  0.29
H 1.231 -1.831 2.436  0.33
H 0.871 -0.793 3.748  0.33

Summary:
Frontier orbital gap (Ha): 0.37318
Spin multiplicity: 1
SMILES: CCN(C)C(C)=O.CCC
Energy above the lowest of the compared OMol25 structures with the same formula, charge and spin (kJ/mol): 222.6


no.,electronic energy (Eh)
1,-1697.62493
2,-500.64952
3,-919.33761
4,-781.26516
5,-953.55510
6,-610.02366
7,-446.12150
8,-446.14793